# 1
The following is a quantum chemistry calculation of a cluster of 2 separate species, C7H11N2O4 in total at a distorted geometry, from the OMol25 dataset.

Results
Max |F| in eV/A: 5.6
Energy above the lowest of the compared OMol25 structures with the same formula, charge and spin in eV: 0.160
Kohn-Sham gap in hartree: 0.34121
Charge: -1
Highest occupied orbital energy in eV: -5.7
E_tot in Ha: -683.8538
Lowest unoccupied orbital energy in eV: 3.536

Geometry (Å):
C -1.377 -1.468 0.197
C -1.481 0.798 0.868
H -3.190 -0.675 1.366
H 5.207 0.180 -1.436
O 3.600 0.885 -2.880
H 0.212 1.373 0.019
N -0.117 0.546 0.394
H -2.013 -1.886 -0.634
C -0.920 -0.158 -1.927
C 2.906 1.016 -1.864
O -0.316 0.706 -2.631
C -2.011 -0.629 1.261
O 1.810 1.558 -1.731
H -0.819 -2.230 0.554
O -2.040 -0.590 -2.275
C -0.453 -0.569 -0.585
C 3.510 0.326 -0.683
H 0.625 -1.012 -0.895
H -2.057 1.265 0.107
H 0.722 0.966 -2.337
H -1.395 1.491 1.719
N 4.733 -0.058 -0.626
H 2.847 0.116 0.154
H -1.787 -0.746 2.338

# 2
The following is a quantum chemistry calculation of a cluster of 3 separate species, C30H62BrN4O10PSi in total at a distorted geometry, from the OMol25 dataset.

Results
Max |F| in eV/A: 4.6
Kohn-Sham gap (spin up / spin down) in hartree: 0.30846 / 0.33217
Highest occupied orbital energy (spin up / spin down) in eV: -8.9 / -9.6
Multiplicity: 3
<S²>: 2.009
E_tot in Ha: -5356.2311
Lowest unoccupied orbital energy (spin up / spin down) in eV: -0.526 / -0.529

Geometry (Å):
C -0.636 6.973 0.027
H 1.090 4.946 2.047
O 0.319 2.609 -2.371
C 5.550 -1.578 -2.161
H -5.423 -5.941 2.303
H 5.113 -1.581 2.001
H 6.936 -1.722 -0.527
H -1.482 -4.056 3.320
H 1.432 -2.136 -2.875
H 2.404 2.659 -2.141
H -2.708 6.940 1.749
H -6.236 -3.875 2.302
H -5.607 -2.512 1.407
H -4.195 0.180 1.681
C 4.053 -1.456 -2.396
H -3.001 6.067 -0.270
C 3.242 -3.885 -2.338
C -2.110 -5.999 -0.395
H 6.691 -4.177 0.168
C -2.506 6.249 -1.280
H 4.501 5.759 0.087
H -0.214 1.644 1.257
H -3.769 3.083 -1.955
O 3.080 -1.620 0.482
H 5.082 -4.885 0.083
C -2.337 4.826 -2.005
H 5.867 -4.193 -1.353
C 5.377 -2.563 1.601
H 2.827 3.833 1.407
H -3.859 4.100 -0.431
H 3.851 -1.517 -3.470
C -3.124 3.659 -1.188
C -3.214 3.435 2.186
N 3.613 -2.664 -0.207
H -3.272 6.844 -1.904
H -4.197 3.926 1.836
C -4.090 0.746 0.681
H -2.083 -5.550 2.629
O 4.421 5.268 -0.763
C -1.179 1.180 1.684
H 5.618 -0.604 -0.250
C -1.447 -3.851 -1.290
O 0.444 0.645 -1.777
C -0.118 5.470 0.396
C 1.720 -2.076 -1.821
H -0.796 7.791 2.689
H -5.064 1.268 0.388
N 0.270 5.531 1.853
H -3.851 -6.439 1.779
H 6.443 -2.697 1.803
H 6.059 -0.729 -2.629
H -1.111 -6.385 -0.173
H 3.251 -3.770 -3.426
O 1.059 5.217 -0.389
C 3.203 -2.504 -1.637
H 1.538 -1.047 -1.507
H -3.348 2.968 3.221
C -2.066 -4.463 2.489
H 1.683 4.284 -2.627
C 4.091 3.927 -0.435
H -1.192 0.058 1.488
H -2.466 4.289 2.306
C -2.198 -4.484 -0.085
H -2.309 -6.194 -1.454
H 5.939 -2.477 -2.653
H -1.991 -4.007 -2.227
C 2.777 3.453 0.332
C 1.402 3.816 -0.426
H -3.404 -2.787 2.566
H -1.187 -3.035 1.178
Br 1.052 8.058 -0.193
H -3.960 -4.184 3.462
N 0.755 1.335 -2.713
O -2.197 2.700 -0.621
H -2.790 4.848 -3.055
O -2.113 9.203 1.148
H 2.362 -4.481 -2.077
H -0.935 4.679 0.305
H -0.548 5.155 2.353
C 5.858 -1.589 -0.668
H 4.097 -4.504 -2.090
H -3.718 0.018 -0.133
H 1.043 -2.728 -1.259
H -5.149 -6.216 0.587
Si -2.713 2.092 0.917
P -1.570 7.800 1.465
H 0.600 3.134 0.049
H -0.400 -4.597 1.143
C 1.516 3.369 -1.972
C -1.381 -4.114 1.177
O -1.303 7.051 -1.239
H 3.746 -0.450 -2.087
N -3.636 -4.082 0.010
H 2.829 2.304 0.399
O -3.698 -2.750 -0.247
H -1.224 4.613 -2.108
C -4.330 -4.320 1.322
O 4.912 3.043 -0.792
H -1.285 -2.777 -1.167
H 4.836 -3.324 2.169
C -5.700 -3.601 1.389
H -1.130 1.385 2.817
C 5.086 -2.692 0.086
H -2.807 -6.623 0.151
H -6.330 -3.881 0.540
H -0.459 -4.306 -1.405
C 5.702 -4.062 -0.283
C -4.696 -5.812 1.496
C -3.475 -3.881 2.529

# 3
The following is a quantum chemistry calculation of the molecule CBrClS at a distorted geometry, from the OMol25 dataset.

Results
Max |F| in eV/A: 1.8
Energy above the lowest of the compared OMol25 structures with the same formula, charge and spin in eV: 1.087
Kohn-Sham gap in hartree: 0.31546
Highest occupied orbital energy in eV: -9.6
E_tot in Ha: -3470.4160
Lowest unoccupied orbital energy in eV: -1.016

Geometry (Å):
Br -1.708 0.165 -1.420
Cl 1.219 1.117 1.730
S 0.766 -0.572 0.431
C -0.277 -0.709 -0.741

# 4
The following is a quantum chemistry calculation of a structure of composition C3H8NO at a distorted geometry, from the OMol25 dataset.

Results
Max |F| in eV/A: 5.6
Energy above the lowest of the compared OMol25 structures with the same formula, charge and spin in eV: 2.777
Kohn-Sham gap in hartree: 0.24724
Charge: -1
Highest occupied orbital energy in eV: -2.3
E_tot in Ha: -248.9846
Lowest unoccupied orbital energy in eV: 4.476

Geometry (Å):
H -0.758 -1.222 -0.993
H 0.098 -1.138 0.903
H 1.975 0.332 1.336
H -1.507 0.985 -0.464
O 2.361 -0.986 -0.159
C 0.162 -0.130 0.483
H -0.202 0.526 1.292
C 1.679 0.072 0.269
H 1.897 1.029 -0.275
C -0.784 -0.150 -0.746
H -2.399 0.207 0.488
N -2.281 0.221 -0.528
H -0.242 0.253 -1.608

# 5
The following is a quantum chemistry calculation of a cluster of 13 separate species, C66H135N13 in total at a distorted geometry, from the OMol25 dataset.

Results
Max |F| in eV/A: 3.9
Kohn-Sham gap in hartree: 0.30298
Highest occupied orbital energy in eV: -7.9
E_tot in Ha: -3307.3963
Lowest unoccupied orbital energy in eV: 0.357

Geometry (Å):
C -1.945 0.366 -0.219
H -6.591 0.374 2.155
C -1.837 4.780 1.290
H 0.049 -3.149 3.762
H 2.361 -3.761 7.624
H -1.062 1.523 -1.819
H -0.268 -0.153 -4.084
C 0.655 4.913 4.388
C 2.645 3.121 -4.774
C 0.792 -4.608 -2.492
C 4.340 5.322 4.913
H 0.638 2.449 3.237
H -3.620 -1.120 1.754
H -1.158 -1.200 -6.874
C 2.637 3.011 -2.524
C 4.805 -4.101 -1.390
H -5.185 0.980 -2.291
N -3.730 3.793 -3.546
H 3.520 -1.758 -4.981
H 2.595 0.429 1.145
H -5.394 6.778 -3.155
C 0.715 -2.161 -6.446
H -2.890 -4.873 3.506
H -6.483 3.000 1.862
H 4.762 4.383 5.302
H -1.222 -1.608 -3.919
C -1.323 -2.942 6.485
H 5.239 0.895 -1.779
H 0.599 6.215 2.694
H 7.371 -3.654 -0.645
H 1.793 -3.103 5.473
H -1.972 1.880 3.751
H -6.138 5.301 -2.654
N 2.072 4.454 4.300
C 6.112 -4.935 0.501
H -3.985 2.077 -1.520
H -3.920 4.752 0.336
H -2.577 0.974 2.323
H 0.503 -5.068 -0.390
C 7.315 -3.989 0.387
N -0.107 -2.518 5.821
H 4.814 6.065 5.523
H -5.140 2.738 0.853
C -2.423 -1.893 6.502
H -3.634 5.738 -4.293
H 3.003 -0.913 -2.140
H 3.539 -5.824 -1.683
C 0.719 -1.055 3.881
H 3.726 -4.363 2.594
C 5.997 0.509 -4.521
H -0.786 -1.675 -1.436
C -2.218 -2.766 1.198
C -4.312 1.645 -2.453
H -2.605 4.401 -1.780
H 2.170 2.824 2.497
H 7.128 -3.106 0.997
C 5.905 -0.851 -3.842
C 1.760 2.161 -4.362
C -4.376 5.035 -4.001
N 1.765 2.095 -2.996
H -1.707 -3.888 6.032
H 1.830 -4.693 -2.708
N -0.125 -4.231 -3.482
H 1.954 -1.610 -4.055
H 6.231 -5.851 -0.027
H 0.730 -4.035 8.107
H 1.258 -1.297 -6.211
H -4.172 2.891 2.876
H -4.313 -2.910 3.708
C -5.990 2.198 1.307
H -3.492 -2.633 -1.676
C -1.160 -3.301 -6.993
H 6.678 0.549 -5.393
H 1.667 -1.242 -0.550
C -0.777 1.036 -0.904
H -2.172 -3.443 -7.276
H 3.971 -3.387 -1.562
C 2.119 0.649 0.192
N -2.087 4.542 -0.893
H 3.369 0.174 -3.452
H -4.657 1.300 6.160
H -3.285 -2.350 6.970
C -0.155 -1.029 -2.082
H 0.451 5.014 5.459
H 2.736 4.962 6.200
H -1.644 -2.458 0.356
C -3.569 -3.002 2.942
H 5.983 -5.253 1.518
H 4.689 -0.439 -0.781
C -0.879 -0.724 -3.380
H -5.612 3.206 -2.910
H -0.274 -5.295 -6.846
C 6.782 -0.461 -1.065
C -0.160 -2.219 4.334
H 0.077 -3.893 -4.426
H -4.955 4.743 -4.947
C -5.433 0.204 4.427
H -7.122 -0.780 -2.633
N -6.218 -1.255 -2.702
C -1.308 -4.677 -1.682
H -2.283 -3.967 -3.506
H -1.091 -3.220 7.510
H 5.386 -3.758 2.745
H -3.590 -2.170 -4.403
H -0.177 4.464 -1.517
C -0.576 4.696 0.720
C -2.826 4.718 0.288
N 0.315 0.076 -1.334
C 1.696 2.353 3.367
H -5.473 -0.184 6.587
H -1.226 -1.989 4.047
C 4.378 -3.525 2.354
C 0.413 6.225 3.758
H 1.309 -2.349 7.828
H -3.479 1.026 -2.834
H -0.730 3.742 -5.035
H 1.752 -1.280 3.661
N -2.796 -4.093 2.869
H 0.709 -1.627 -2.346
H 3.213 2.813 4.621
C -4.353 -2.029 -3.666
C -3.214 -2.104 1.959
H 0.776 -0.367 4.721
H -4.574 5.712 -2.074
C -4.318 -2.227 -2.246
C -0.174 -4.261 -6.793
H 1.974 -3.864 -6.193
C 2.843 5.303 5.202
C 2.178 3.061 4.617
N 4.884 -4.345 0.053
H 0.393 4.727 1.189
C 4.450 -5.418 -2.134
C -5.506 -1.811 -1.693
H -5.890 -1.730 -0.682
C -5.229 5.738 -2.969
H 7.534 -0.066 -1.761
H 2.532 6.338 5.096
H -3.984 2.606 4.553
N -0.645 -2.067 -6.767
C 3.059 -1.804 -3.986
H 1.741 2.890 5.580
H 4.077 -2.683 2.981
H 5.087 -2.367 0.663
H 5.012 0.883 -4.891
H 5.251 -6.180 -2.062
H -6.371 -0.383 4.269
H 6.916 -1.507 -0.919
H 2.878 0.821 -0.571
N 5.001 -0.987 -2.734
H -0.637 6.506 4.023
H 5.654 -3.616 -1.854
H 6.893 -1.255 -3.525
H 2.027 1.308 3.414
C 5.390 -0.202 -1.590
H -0.368 1.797 -0.251
C -2.784 1.296 3.346
C 1.378 -3.387 7.567
H -2.632 2.236 -4.257
H -2.132 -1.144 7.234
H -2.657 1.121 0.114
C -5.472 0.654 5.890
C -1.419 4.084 -4.272
H -4.888 0.338 1.759
H 2.882 2.996 -1.452
H 5.583 -1.630 -4.589
H -2.702 -1.465 5.531
H -2.438 -0.406 -0.783
C 3.591 -0.798 -3.054
H -0.022 4.154 3.950
H -4.614 -0.542 4.205
C 1.085 -0.407 -0.199
C -0.787 4.562 -0.653
H 0.273 -0.521 3.018
H -2.784 0.414 3.989
H -1.769 -0.122 -3.194
C -2.752 3.332 -4.460
C -5.702 0.985 2.160
C 4.442 -3.241 0.876
H 0.480 -0.742 0.611
H 3.989 4.451 -3.614
H -4.978 2.385 -4.403
H 1.271 1.355 -2.468
H 1.638 1.661 0.391
H 6.977 0.072 -0.126
H 2.899 3.329 -5.768
C -1.981 -4.014 1.780
H -2.079 4.974 2.344
H 0.732 -4.430 5.686
C 3.227 3.659 -3.582
H -0.938 4.044 -3.305
H 8.261 -4.446 0.705
C 0.056 -4.850 -1.343
H -6.045 -1.104 -4.815
C -4.060 2.086 3.567
C 0.995 -3.505 -6.384
C -5.522 -1.366 -3.908
H 4.544 5.461 3.825
C -4.753 2.745 -3.379
H 1.022 7.083 4.045
H 4.322 -5.200 -3.214
H -1.291 -4.820 1.601
H -3.104 3.413 -5.500
H -1.546 -0.056 0.665
H 3.181 -2.875 -3.695
H 3.439 -2.929 0.494
C -1.381 -4.315 -2.990
H -2.195 -4.834 -1.087
H -1.607 5.128 -4.552
H -6.651 1.892 0.469
H -6.350 1.244 6.032
H 1.178 1.499 -4.951
C 0.963 -3.439 6.076
N -5.336 1.360 3.528
H 6.345 1.265 -3.805

# 6
The following is a quantum chemistry calculation of the ion C5H11N4S with charge +1 at a distorted geometry, from the OMol25 dataset.

Results
Max |F| in eV/A: 5.2
Energy above the lowest of the compared OMol25 structures with the same formula, charge and spin in eV: 5.827
Kohn-Sham gap (spin up / spin down) in hartree: 0.26616 / 0.26614
Charge: +1
Highest occupied orbital energy (spin up / spin down) in eV: -10.7 / -10.7
E_tot in Ha: -813.8997
Lowest unoccupied orbital energy (spin up / spin down) in eV: -3.419 / -3.419

Geometry (Å):
N 1.295 -0.216 0.186
H 1.183 -2.271 0.460
H -0.226 -2.409 -1.609
H -1.775 2.067 -0.097
C 0.833 -1.422 -0.105
H 1.939 0.722 1.753
C -0.251 0.696 -0.866
H -0.230 2.136 0.621
C 2.254 0.195 0.885
C -1.517 0.364 0.997
H 0.028 1.150 -1.812
H -2.170 0.831 1.773
H -0.663 -0.155 1.556
S 3.943 0.851 0.383
H -1.877 -0.679 -1.874
H 4.426 -0.075 -0.376
H -2.948 -0.578 -0.159
N -0.935 1.517 0.198
N -2.012 -0.604 0.172
C -1.181 -0.548 -1.037
N -0.114 -1.570 -1.048